# 1
# CH9N2P2

The ion CH9N2P2 with charge +1 (ωB97M-V/def2-TZVPD, OMol25).

Element x y z (Å)
N -3.190 0.433 0.108
P -1.862 -0.620 -0.066
P -0.226 0.931 -0.043
C 1.115 -0.383 0.124
N 2.531 -0.086 -0.224
H -3.232 1.256 -0.406
H -3.625 0.141 0.982
H -1.623 -0.666 -1.490
H -0.387 1.287 1.313
H 1.257 -0.867 1.087
H 0.718 -1.171 -0.588
H 2.499 0.308 -1.131
H 3.095 -0.924 -0.232
H 2.931 0.362 0.566

Cartesian forces (eV/Å) of the 6 atoms listed first:
1.54 -3.58 0.95
0.15 0.75 -0.65
0.53 0.07 0.22
-1.31 -1.90 0.09
-0.85 -1.42 0.27
-0.84 1.71 -0.27

Summary:
LUMO, hartree: -0.141
SMILES: N[PH]#[PH]C[NH3+]
Orbital gap, eV: 8.7
Charge: +1
DFT total energy, Ha: -835.4186
Strongest force on any atom, Eh/bohr: 0.078

Per-atom natural (NBO) charges, elementary charge units: atom 1 (N): -1.1454, atom 2 (P): 0.5666, atom 3 (P): 0.1956, atom 4 (C): -0.5405, atom 5 (N): -0.6605, atom 6 (H): 0.4110, atom 7 (H): 0.4255, atom 8 (H): -0.0567, atom 9 (H): 0.0001, atom 10 (H): 0.2341, atom 11 (H): 0.2405, atom 12 (H): 0.4494, atom 13 (H): 0.4354, atom 14 (H): 0.4449

***

# 2
# C40H54IN6O5S6SeSi2Ti

A structure of composition C40H54IN6O5S6SeSi2Ti (ωB97M-V/def2-TZVPD, OMol25).

Element x y z (Å)
Ti -0.990 -2.087 -0.621
C -4.455 -1.958 -1.276
Si -3.934 -0.382 -0.401
C -4.467 1.144 -1.343
C -4.997 -0.260 1.125
C -2.132 -0.190 0.000
C -1.322 0.564 -1.012
C -1.263 1.894 -1.293
C -0.404 2.348 -2.265
C 0.315 1.413 -3.029
C 0.254 0.080 -2.718
N -0.539 -0.301 -1.735
Si -1.778 0.570 1.664
C -2.335 2.319 1.948
C -2.502 -0.493 3.070
C 0.041 0.658 2.071
H -5.568 -2.005 -1.173
H -4.038 -2.857 -0.763
H -4.208 -2.127 -2.305
H -5.410 1.098 -1.891
H -3.704 1.305 -2.156
H -4.455 2.052 -0.733
H -6.004 -0.004 0.756
H -4.657 0.545 1.798
H -5.064 -1.160 1.755
H -1.760 2.632 -0.651
H -0.415 3.424 -2.481
H 0.958 1.730 -3.838
H 0.809 -0.714 -3.269
H -3.328 2.584 1.592
H -1.724 3.008 1.360
H -2.258 2.570 2.986
H -3.496 -0.156 3.376
H -1.885 -0.414 3.967
H -2.446 -1.550 2.758
H 0.617 1.320 1.383
H 0.494 -0.303 1.905
H 0.196 0.889 3.093
O 2.914 -3.609 4.012
C 2.037 -3.929 3.249
S 2.149 -5.342 2.168
C 0.475 -5.241 1.326
C -0.261 -4.177 1.841
S -1.864 -3.458 1.401
S 0.495 -3.216 3.152
S 0.141 -6.474 0.166
I 1.546 -3.528 -3.793
C 1.950 -3.390 -1.659
H 1.692 -4.326 -1.071
H 2.965 -3.024 -1.483
O 1.088 -2.259 -1.404
O 0.768 -2.231 0.024
C 5.755 -2.120 2.648
C 6.152 -0.769 3.219
C 5.160 -0.341 4.311
C 3.784 -0.047 3.844
N 3.674 1.274 3.162
C 3.545 1.484 1.856
Se 3.692 0.232 0.512
N 3.330 2.846 1.705
C 3.023 3.508 0.450
C 4.161 4.343 -0.066
C 5.333 3.501 -0.460
C 5.301 2.819 -1.816
C 3.393 3.512 2.935
C 3.190 4.810 3.361
C 3.219 5.052 4.729
C 3.463 4.039 5.663
C 3.592 2.724 5.197
C 3.627 2.482 3.868
H 6.575 -2.548 2.068
H 4.907 -2.058 1.971
H 5.490 -2.789 3.463
H 6.132 -0.014 2.403
H 7.160 -0.860 3.646
H 5.525 0.536 4.917
H 5.132 -1.200 4.974
H 3.078 0.069 4.722
H 3.301 -0.780 3.199
H 2.116 4.047 0.580
H 2.808 2.716 -0.243
H 4.362 5.078 0.728
H 3.820 5.010 -0.894
H 5.503 2.756 0.283
H 6.297 4.077 -0.461
H 4.591 1.987 -1.819
H 6.240 2.344 -2.048
H 5.078 3.534 -2.598
H 3.026 5.592 2.613
H 3.089 6.074 5.017
H 3.346 4.277 6.678
H 3.599 1.829 5.842
N -7.921 0.536 -4.474
C -6.603 0.104 -4.713
C -5.554 0.904 -4.326
C -4.250 0.462 -4.449
C -3.967 -0.781 -4.970
C -4.977 -1.614 -5.386
C -6.314 -1.165 -5.214
S -2.333 -1.422 -5.169
O -1.470 -0.292 -5.515
O -2.516 -2.535 -6.084
N -2.017 -1.956 -3.698
C -2.135 -3.241 -3.365
S -2.799 -4.573 -4.302
C -2.746 -5.552 -2.863
C -2.196 -4.864 -1.853
N -1.828 -3.585 -2.108
H -8.041 0.976 -3.584
H -8.605 -0.224 -4.611
H -5.774 1.870 -3.886
H -3.416 1.096 -4.144
H -4.737 -2.618 -5.761
H -7.174 -1.768 -5.590
H -3.223 -6.533 -2.863
H -2.216 -5.229 -0.813

Cartesian forces (eV/Å) of the 6 atoms listed first:
-0.29 -0.54 0.34
-0.68 -0.75 0.95
0.23 0.19 0.10
0.81 0.50 -1.43
-0.44 -0.11 0.75
0.60 0.46 -0.20

Summary:
LUMO (spin up / spin down), hartree: 0.127 / 0.127
2S+1: 2
Orbital gap (spin up / spin down), eV: 4.7 / 4.7
Charge: -2
DFT total energy, Ha: -8778.2177
Strongest force on any atom, Eh/bohr: 0.052

These are the Mulliken partial charges, in e, on atoms 1 to 99: atom 1 (Ti): -0.3802, atom 2 (C): -0.8170, atom 3 (Si): 0.1662, atom 4 (C): -0.5847, atom 5 (C): -1.1485, atom 6 (C): 3.2901, atom 7 (C): -1.9364, atom 8 (C): -0.1186, atom 9 (C): -1.0906, atom 10 (C): -1.0051, atom 11 (C): -0.0713, atom 12 (N): 1.7232, atom 13 (Si): -0.0973, atom 14 (C): -1.4700, atom 15 (C): -0.5518, atom 16 (C): -0.8600, atom 17 (H): 0.4157, atom 18 (H): 0.2044, atom 19 (H): 0.0638, atom 20 (H): 0.3300, atom 21 (H): -0.0637, atom 22 (H): 0.2907, atom 23 (H): 0.3413, atom 24 (H): 0.1735, atom 25 (H): 0.2911, atom 26 (H): 0.3157, atom 27 (H): 0.4197, atom 28 (H): 0.5746, atom 29 (H): -0.1950, atom 30 (H): 0.3333, atom 31 (H): 0.3067, atom 32 (H): 0.4892, atom 33 (H): 0.3891, atom 34 (H): 0.4420, atom 35 (H): -0.0210, atom 36 (H): -0.1933, atom 37 (H): -0.0653, atom 38 (H): 0.7440, atom 39 (O): -0.7200, atom 40 (C): 0.7169, atom 41 (S): -0.3209, atom 42 (C): 0.3507, atom 43 (C): -0.3624, atom 44 (S): -0.5760, atom 45 (S): -0.1097, atom 46 (S): -0.4319, atom 47 (I): -0.1069, atom 48 (C): -0.6299, atom 49 (H): 0.1256, atom 50 (H): 0.4427, atom 51 (O): -0.2173, atom 52 (O): -0.1512, atom 53 (C): -0.9935, atom 54 (C): -0.1470, atom 55 (C): -0.5769, atom 56 (C): -1.4174, atom 57 (N): 1.1992, atom 58 (C): -0.5572, atom 59 (Se): -0.2135, atom 60 (N): 1.1375, atom 61 (C): -1.3908, atom 62 (C): -0.6649, atom 63 (C): 0.1320, atom 64 (C): -1.3097, atom 65 (C): 0.5160, atom 66 (C): -1.0618, atom 67 (C): -0.5807, atom 68 (C): -1.1207, atom 69 (C): -0.4099, atom 70 (C): 0.5009, atom 71 (H): 0.3873, atom 72 (H): 0.0838, atom 73 (H): 0.2935, atom 74 (H): 0.0401, atom 75 (H): 0.3373, atom 76 (H): 0.3224, atom 77 (H): 0.4621, atom 78 (H): 0.2540, atom 79 (H): 0.3253, atom 80 (H): 0.5976, atom 81 (H): 0.2529, atom 82 (H): 0.3265, atom 83 (H): 0.4599, atom 84 (H): -0.0500, atom 85 (H): 0.3479, atom 86 (H): 0.1952, atom 87 (H): 0.3867, atom 88 (H): 0.3690, atom 89 (H): 0.3439, atom 90 (H): 0.4025, atom 91 (H): 0.4110, atom 92 (H): 0.3556, atom 93 (N): -0.6665, atom 94 (C): 0.7932, atom 95 (C): -0.9400, atom 96 (C): 0.2017, atom 97 (C): -0.3779, atom 98 (C): -0.4955, atom 99 (C): -0.7570

***

# 3
# C5H10O

A cluster of 2 separate species, C5H10O in total (ωB97M-V/def2-TZVPD, OMol25).

Element x y z (Å)
O 2.234 1.321 0.433
C 2.864 0.381 1.088
C 0.291 -1.131 -0.908
C -0.479 -0.415 0.179
C -1.928 -0.106 -0.033
C -0.932 1.019 -0.024
H 1.257 1.248 0.446
H 2.065 -0.280 1.532
H 1.358 -0.883 -0.891
H 0.199 -2.216 -0.796
H -0.099 -0.861 -1.897
H -0.204 -0.688 1.198
H -2.362 -0.388 -0.989
H -2.607 -0.190 0.809
H -0.703 1.494 -0.975
H -0.954 1.698 0.827

Cartesian forces (eV/Å) of the 6 atoms listed first:
0.12 -0.11 0.13
-0.32 0.12 -0.02
0.05 0.01 -0.04
0.07 -0.09 0.08
-0.19 -0.09 0.01
0.02 0.19 -0.03

Summary:
LUMO, hartree: 0.031
Orbital gap, eV: 9.5
DFT total energy, Ha: -271.6005
Strongest force on any atom, Eh/bohr: 0.007

Per-atom natural (NBO) charges, elementary charge units: atom 1 (O): -0.6474, atom 2 (C): 0.1179, atom 3 (C): -0.6100, atom 4 (C): -0.2455, atom 5 (C): -0.4065, atom 6 (C): -0.4710, atom 7 (H): 0.4940, atom 8 (H): 0.0312, atom 9 (H): 0.2122, atom 10 (H): 0.2184, atom 11 (H): 0.2092, atom 12 (H): 0.2171, atom 13 (H): 0.2162, atom 14 (H): 0.2196, atom 15 (H): 0.2229, atom 16 (H): 0.2217

***

# 4
# CH9N5

The ion CH9N5 with charge +2 (ωB97M-V/def2-TZVPD, OMol25).

Element x y z (Å)
N -3.244 0.308 -0.072
N -2.008 0.466 0.046
N -1.267 -0.530 -0.059
C 0.353 -1.047 -0.148
N 1.185 -0.394 0.693
N 1.865 0.799 0.295
H -3.563 -0.579 -0.375
H -3.882 1.041 0.233
H -1.572 -1.553 -0.247
H 0.656 -0.999 -1.250
H 0.262 -2.054 0.174
H 1.355 -0.562 1.710
H 2.329 0.758 -0.647
H 1.192 1.594 0.126
H 2.652 1.109 1.018

Cartesian forces (eV/Å) of the 6 atoms listed first:
-0.60 0.44 0.18
1.54 1.11 0.71
1.76 -5.15 -1.33
-0.59 2.45 -1.38
2.43 1.06 1.97
0.82 1.82 -0.20

Summary:
LUMO, hartree: -0.292
SMILES: [NH2+]=NNCN[NH3+]
Orbital gap, eV: 11.6
Charge: +2
DFT total energy, Ha: -316.4828
Strongest force on any atom, Eh/bohr: 0.109

Per-atom natural (NBO) charges, elementary charge units: atom 1 (N): -0.4334, atom 2 (N): 0.1659, atom 3 (N): -0.3581, atom 4 (C): -0.0313, atom 5 (N): -0.4379, atom 6 (N): -0.5381, atom 7 (H): 0.3969, atom 8 (H): 0.4554, atom 9 (H): 0.3748, atom 10 (H): 0.2677, atom 11 (H): 0.2691, atom 12 (H): 0.4565, atom 13 (H): 0.4601, atom 14 (H): 0.4499, atom 15 (H): 0.5026

***

Computed energy above the lowest of the compared OMol25 structures with the same formula, charge and spin (kcal per mole) in order:
0.0, 0.0, 95.5, 131.0